1.
ORCA calculation (ωB97M-V/def2-TZVPD) on C12H10ClNO in the gas phase.

Geometry as XYZ:
```
25
Properties=species:S:1:pos:R:3:forces:R:3:lowdin_charge:R:1
C -2.549 -0.605 -0.516 -0.02 0.26 0.36 -0.094
C -2.257 -1.730 -1.369 0.26 -0.41 -0.21 -0.097
C -1.741 -0.286 0.498 -0.12 0.04 0.12 -0.070
C -1.315 -2.620 -1.011 -0.12 -0.17 -0.13 -0.042
C -0.400 -0.949 0.646 0.43 -0.04 -0.17 -0.207
C -0.501 -2.388 0.171 -0.42 0.69 -0.26 -0.187
C 0.795 1.250 0.391 -0.14 -0.08 -0.10 -0.045
C 1.982 1.763 0.665 0.13 0.05 0.03 -0.081
C 0.603 -0.106 -0.225 -0.17 0.17 0.08 -0.286
C 0.077 -3.375 0.810 0.46 -0.66 0.64 -0.099
C 3.258 1.041 0.358 -0.23 0.17 -0.02 -0.191
C 2.938 -0.281 -0.252 -0.37 -0.45 0.21 -0.738
N 1.827 -0.817 -0.460 0.36 -0.19 -0.09 0.086
O 0.570 -4.240 1.411 -0.20 0.48 -0.43 0.202
Cl 4.331 -1.247 -0.624 0.59 -0.18 -0.11 0.671
H -3.466 -0.058 -0.688 -0.05 0.04 0.08 0.104
H -2.869 -1.893 -2.242 -0.01 -0.11 -0.12 0.098
H -1.979 0.514 1.179 -0.14 0.15 0.09 0.103
H -1.169 -3.541 -1.555 -0.03 -0.05 -0.17 0.115
H -0.050 -0.919 1.680 -0.01 0.05 -0.03 0.151
H -0.106 1.801 0.608 -0.09 0.18 0.07 0.104
H 2.082 2.736 1.125 -0.10 0.12 0.03 0.104
H 0.131 -0.005 -1.213 -0.04 0.01 0.17 0.159
H 3.890 1.622 -0.319 0.02 -0.05 0.04 0.118
H 3.842 0.878 1.271 0.04 -0.02 -0.12 0.119
```
Positions in Å, forces in eV/Å.

Properties
- SMILES string = O=C=C1C=CC=C[C@@H]1[C@H]1C=CCC(Cl)=N1
- E_tot (Eh) = -1053.3847
- Kohn-Sham gap (eV) = 8.35
- maximum force (eV/A) = 1.03
- LUMO (eV) = 0.53
- energy relative to the best compared isomer or geometry (same formula, charge and spin) (eV) = 0.000

=====

2.
ORCA calculation (ωB97M-V/def2-TZVPD) on 2 unconnected molecules or ions with the total composition C12H10F2N3O2.

Geometry as XYZ:
```
29
Properties=species:S:1:pos:R:3:forces:R:3:lowdin_charge:R:1
O 3.547 -0.912 -0.882 0.04 0.57 -0.62 0.211
C 3.579 0.090 -1.518 0.28 -0.97 1.20 -0.494
F 3.500 1.265 -0.922 0.02 0.26 -0.62 0.172
N 3.659 0.168 -2.953 -1.13 -0.23 1.25 0.220
C 2.548 -0.357 -3.594 0.60 -0.93 -2.12 -0.388
O 2.514 -0.673 -4.743 -0.13 0.27 0.91 0.210
N 1.302 -0.562 -2.778 1.92 1.34 -0.79 -0.020
C 0.633 0.522 -2.451 -0.88 0.44 0.65 0.041
C -0.497 0.356 -1.674 0.08 0.31 -0.16 0.029
C -0.785 -0.929 -1.333 -1.23 -0.75 0.61 0.025
C -0.011 -2.005 -1.776 -0.30 0.22 0.27 -0.008
N 1.048 -1.806 -2.508 0.25 -0.65 -0.06 0.197
H 4.516 -0.262 -3.291 0.08 0.27 -0.35 0.184
H 0.979 1.499 -2.760 0.30 -0.14 -0.22 0.172
H -1.091 1.199 -1.355 -0.06 0.00 0.02 0.141
H -1.656 -1.149 -0.726 0.00 0.08 0.06 0.129
H -0.244 -3.023 -1.506 0.04 -0.09 -0.10 0.145
F -3.225 0.536 0.679 0.06 -0.03 -0.10 0.039
C -2.597 0.543 1.882 0.09 0.02 0.31 -0.282
C -1.225 0.419 1.911 0.14 -0.01 -0.15 -0.037
C -0.566 0.430 3.132 -0.12 0.00 0.10 -0.073
C -1.295 0.554 4.306 0.00 0.00 0.06 -0.078
C -2.679 0.672 4.258 0.19 -0.02 -0.12 -0.060
C -3.338 0.672 3.037 -0.30 0.02 -0.01 -0.006
H -0.681 0.319 0.984 0.08 0.05 0.05 0.076
H 0.511 0.341 3.167 -0.01 -0.01 -0.02 0.108
H -0.784 0.558 5.260 -0.01 0.00 -0.01 0.109
H -3.247 0.765 5.173 -0.02 0.01 -0.02 0.114
H -4.414 0.772 2.978 0.01 -0.01 -0.02 0.124
```
Positions in Å, forces in eV/Å.

Properties
- E_tot (Eh) = -977.4663
- charge = +1
- Kohn-Sham gap (eV) = 6.60
- maximum force (eV/A) = 2.48
- LUMO (eV) = -5.38

=====

Question: Which of these has the lowest maximum force?
Answer: C12H10ClNO

=====

Question: Among the records above, which one has the lowest LUMO?
Answer: C12H10F2N3O2

=====

Question: The lowest maximum force belongs to which entry?
Answer: C12H10ClNO